(1)
Molecular formula: C29H30ClINO12P2S
Method: DFT, ωB97M-V/def2-TZVPD

XYZ file:
```
77
Properties=species:S:1:pos:R:3:mulliken_charge:R:1
I -3.33507 -4.62641 0.12467 -0.09
Cl -3.33158 2.86612 -1.08995 -0.45
S 2.75607 0.54074 0.29516 -0.28
P -0.85468 0.63374 -0.11857 1.39
P -1.88485 1.52150 -1.91677 0.02
O -2.68467 0.30121 -2.77976 -0.45
O -7.24394 1.20638 -1.64454 -0.54
O 7.44010 -2.03368 -1.34691 -0.57
O -0.42272 -0.62126 -1.23146 -0.50
O 0.21811 0.02095 1.15525 -0.53
O 4.67878 6.63335 -3.07263 -0.57
O -8.45174 6.09067 -3.30038 -0.57
O -0.15813 -2.37745 2.99937 -0.50
O 4.25122 -5.22427 1.43029 -0.57
O 1.93408 -1.59262 1.43046 -0.28
O 0.19850 -3.48083 8.16374 -0.57
O 3.70503 1.43351 -2.89970 -0.53
N -1.16978 2.05534 0.99609 -1.06
C 3.45900 4.81509 -3.93117 -0.36
C -0.32126 -1.89604 6.50522 -0.43
C 0.78894 -1.20350 -0.79721 -0.78
C 4.98077 -4.48942 0.79479 0.36
C 4.45542 5.43989 -3.03315 0.35
C -2.29823 -1.73902 0.84126 0.25
C -8.87829 2.66069 -2.49996 -0.38
C 4.78950 -3.02233 0.79777 -0.17
C -8.16991 4.97031 -2.92006 0.36
C 1.31979 -0.62747 0.58683 0.23
C 3.92733 2.62425 -2.93912 0.42
C 6.70617 -2.76314 -0.70962 0.39
C -9.18083 3.88839 -2.91733 -0.37
C 0.11609 -3.22823 6.97844 0.34
C -6.50468 3.40804 -2.02479 0.31
C 4.92333 3.24860 -2.04007 -0.21
C 6.09676 -5.03345 -0.01331 -0.35
C -7.51625 2.32641 -2.02234 0.27
C 6.89773 -4.23184 -0.71268 -0.40
C -2.56941 -2.65407 -0.38957 -1.01
C -6.81089 4.63634 -2.44339 -0.26
C 0.45067 -4.24236 5.95332 -0.38
C -2.42386 -0.20905 0.55523 -1.19
C 5.59176 -2.22143 0.09756 -0.44
C -0.07462 -2.63347 4.18266 0.25
C 3.21255 3.50679 -3.88730 -0.37
C -0.40931 -1.61944 5.20507 -0.33
C 5.16945 4.55672 -2.08436 -0.37
C 0.36293 -3.96606 4.65341 -0.33
H -3.13858 -0.31883 -2.19595 0.30
H 6.22120 -6.10914 -0.00244 0.40
H -1.34360 -1.99366 1.31680 -0.35
H 7.71786 -4.61099 -1.30956 0.40
H -3.31215 0.03859 -0.07122 0.53
H -2.63177 0.27277 1.53279 0.37
H 3.96904 -2.63934 1.39267 0.45
H -1.60009 -2.83717 -0.89576 0.35
H 5.43436 2.58648 -1.35245 0.41
H 1.54470 -1.07215 -1.59525 0.35
H -0.86673 2.86541 0.45419 0.32
H 0.60401 -4.69405 3.88880 0.46
H -10.17000 4.15185 -3.27055 0.39
H 2.48642 3.03221 -4.53487 0.43
H -0.47501 1.99076 1.73552 0.28
H -0.72615 -0.65115 4.83769 0.49
H 1.26633 -2.21191 1.77257 0.36
H 5.46502 -1.14622 0.08808 0.49
H -3.08245 -1.98732 1.59788 0.62
H 0.25957 1.43106 -0.59207 0.04
H -5.50917 3.14763 -1.67099 0.00
H 0.76779 -5.21082 6.31843 0.41
H -9.60470 1.85750 -2.49031 0.40
H 0.71729 -2.30340 -0.62894 0.20
H 5.89463 5.03104 -1.43553 0.40
H 2.94709 5.47694 -4.61782 0.40
H -3.22983 -2.21284 -1.15456 0.44
H 3.30679 0.19652 -0.91288 0.04
H -6.08508 5.43963 -2.45346 0.45
H -0.56216 -1.16756 7.26870 0.41
```

Its total charge is -1. The HOMO energy is -4.641 eV. Its orbital gap is 4.6482 eV. For the lowest unoccupied orbital energy, the calculation gives 0.007 eV.

(2)
Molecular formula: C4H9FN
Method: DFT, ωB97M-V/def2-TZVPD

XYZ file:
```
15
Properties=species:S:1:pos:R:3:nbo_charge:R:1
F 2.06633 0.74822 0.09738 -0.26
N 0.82715 -0.36678 0.10053 0.11
C -0.18107 1.79755 -0.19846 -0.69
C 1.25778 -1.61766 0.41870 -0.47
C -0.23045 0.32892 -0.12268 0.45
C -1.55641 -0.31224 -0.17425 -0.71
H 0.22022 2.15567 -1.13378 0.30
H 0.52993 2.18672 0.57714 0.30
H 0.56625 -2.32661 -0.05447 0.28
H 2.18433 -1.77176 -0.08162 0.29
H -1.81284 -1.38023 0.19167 0.29
H 1.37931 -1.74430 1.54226 0.27
H -1.77084 -0.39510 -1.30274 0.30
H -2.23026 0.47182 0.23468 0.28
H -1.24942 2.22577 -0.09434 0.26
```

Its total charge is +1. The value obtained for the relative energy (zero: lowest compared OMol25 entry of this formula, charge and spin) is 359.1 kJ/mol. The HOMO energy is -16.857 eV. Its orbital gap is 10.8367 eV. For the lowest unoccupied orbital energy, the calculation gives -6.020 eV.

(3)
Molecular formula: ClH2NS2
Method: DFT, ωB97M-V/def2-TZVPD

XYZ file:
```
6
Properties=species:S:1:pos:R:3:nbo_charge:R:1
Cl 2.40551 -0.38080 -0.34397 -0.51
S -0.77008 -0.79249 0.76578 0.41
S -0.28176 1.24058 -1.17206 0.52
N 0.08260 0.49484 0.22300 -0.67
H -1.29430 0.46951 -1.58897 0.07
H -0.14197 -1.03164 2.11621 0.17
```

Its total charge is 0. The value obtained for the relative energy (zero: lowest compared OMol25 entry of this formula, charge and spin) is 133.6 kJ/mol. The HOMO energy (alpha / beta) is -8.817 / -8.779 eV. Its orbital gap (alpha / beta) is 6.3684 / 6.3178 eV. For the lowest unoccupied orbital energy (alpha / beta), the calculation gives -2.448 / -2.462 eV.

(4)
Molecular formula: C19H21Cl2InN4O2P
Method: DFT, ωB97M-V/def2-TZVPD

XYZ file:
```
50
Properties=species:S:1:pos:R:3:nbo_charge:R:1
In 10.13538 13.69312 4.30610 1.52
Cl 8.62752 19.17758 5.09918 0.00
Cl 8.77370 18.82308 2.34244 0.05
P 9.93791 10.73977 4.48990 0.70
O 12.21928 14.77605 3.77851 -0.72
O 9.75376 16.24464 3.63262 -0.52
N 8.71671 8.28969 4.01166 -0.44
N 12.74433 13.57008 5.67074 -0.54
N 11.13102 8.33085 4.17711 -0.46
N 9.78528 8.76123 6.15657 -0.45
C 5.48026 15.31777 5.46243 -0.22
C 8.63072 16.60824 3.98938 0.51
C 8.11527 18.00418 3.76335 -0.29
C 11.44140 9.66807 3.88308 -0.43
C 9.97949 7.76003 3.52744 -0.07
C 14.49734 13.98117 4.07084 -0.32
C 14.84219 12.45257 5.92473 -0.32
C 8.65685 8.18634 5.44825 -0.08
C 6.59722 16.14809 5.37650 -0.13
C 8.52590 9.72052 3.62309 -0.45
C 10.98406 8.08529 5.61454 -0.07
C 7.89820 14.28672 4.46952 -0.30
C 5.63886 13.96704 5.16044 -0.16
C 6.79692 13.41279 4.60221 -0.28
C 9.80208 10.21038 6.19275 -0.54
C 15.35550 13.16635 4.82797 -0.13
C 13.12727 14.19344 4.50770 0.53
C 7.76620 15.72477 4.64034 -0.24
C 13.53577 12.67905 6.25536 0.04
H 11.64067 9.83641 2.80257 0.24
H 6.87216 12.34176 4.29545 0.23
H 12.29312 9.90206 4.50019 0.23
H 8.88778 10.54651 6.69909 0.25
H 8.66834 9.89468 2.59226 0.23
H 7.53244 10.07401 3.91495 0.23
H 15.50591 11.68211 6.41064 0.24
H 10.68776 10.61860 6.67749 0.24
H 16.41199 13.00615 4.57997 0.23
H 13.00473 12.06800 7.02261 0.19
H 14.91705 14.60401 3.24924 0.24
H 4.75250 13.30689 5.34396 0.23
H 8.71735 7.13712 5.67416 0.21
H 6.98863 18.05457 3.65712 0.26
H 10.02091 7.88133 2.44110 0.21
H 10.02852 6.66243 3.82431 0.22
H 4.38774 15.63496 5.71604 0.26
H 7.66027 8.56336 5.85529 0.21
H 11.82489 8.50535 6.11289 0.20
H 10.97003 7.02956 5.76908 0.22
H 6.52842 17.18896 5.73936 0.24
```

Its total charge is +1. The value obtained for the relative energy (zero: lowest compared OMol25 entry of this formula, charge and spin) is 415.9 kJ/mol. The HOMO energy is -10.963 eV. Its orbital gap is 6.2589 eV. For the lowest unoccupied orbital energy, the calculation gives -4.704 eV.

(5)
Molecular formula: C6H7BrO4
Method: DFT, ωB97M-V/def2-TZVPD

XYZ file:
```
18
Properties=species:S:1:pos:R:3:nbo_charge:R:1
Br -2.68181 1.44594 -0.17996 -0.49
O 0.86689 -1.28229 -0.77061 -0.47
O 1.80377 2.33567 -0.76780 -0.71
O -0.94911 -2.44863 -1.38127 -0.53
O -2.38255 -1.64125 0.76215 -0.59
C 0.64443 0.19667 1.20704 -0.13
C -1.21614 -1.06477 0.44799 0.42
C -0.55632 -0.27310 1.42655 -0.28
C 1.32731 -0.04368 -0.12771 0.03
C -0.39277 -1.67728 -0.64125 0.69
C 0.97569 1.21170 -1.06807 -0.12
H -2.70310 -2.33430 0.16038 0.53
H 1.32952 2.81764 -0.01130 0.47
H -1.09047 -0.06560 2.35907 0.26
H 1.18080 0.87313 -2.12624 0.19
H -0.00648 1.62321 -1.27962 0.24
H 1.34785 0.46683 1.96909 0.23
H 2.50248 -0.13989 0.02158 0.24
```

Its total charge is 0. The value obtained for the relative energy (zero: lowest compared OMol25 entry of this formula, charge and spin) is 66.0 kJ/mol. The HOMO energy (alpha / beta) is -9.368 / -8.508 eV. Its orbital gap (alpha / beta) is 7.1038 / 5.6027 eV. For the lowest unoccupied orbital energy (alpha / beta), the calculation gives -2.265 / -2.905 eV.

(6)
Molecular formula: C7H12N4
Method: DFT, ωB97M-V/def2-TZVPD

XYZ file:
```
23
Properties=species:S:1:pos:R:3:nbo_charge:R:1
N 1.26351 -0.80929 0.55017 -0.41
N -1.28050 -0.47561 -1.10851 -0.31
N -1.39878 1.57843 -0.20226 -0.48
N -1.46971 -1.87581 -0.99658 -0.70
C -2.20309 -0.18224 1.19850 -0.68
C 2.20597 2.23921 -0.62046 -0.59
C 0.91799 1.45866 -0.41769 -0.38
C 1.05159 0.16730 -0.11762 0.58
C -1.59056 0.25407 -0.11178 0.35
C 1.41775 -2.18564 0.59096 -0.42
C -0.30805 2.11645 -0.55727 0.18
H -1.63666 -1.08255 1.57025 0.20
H -1.98561 0.54449 1.93171 0.24
H -1.70121 -2.34152 -1.84845 0.38
H -3.21468 -0.48237 1.10400 0.23
H 3.00348 2.09606 0.15469 0.21
H 2.09932 -2.41848 1.46074 0.21
H 0.40319 -2.54673 0.82035 0.23
H -1.99660 -2.07147 -0.14439 0.34
H 1.88406 -2.50996 -0.37717 0.21
H 2.85026 2.11611 -1.57327 0.21
H -0.22429 3.15428 -0.77466 0.18
H 1.91263 3.25660 -0.53127 0.21
```

Its total charge is 0. The value obtained for the relative energy (zero: lowest compared OMol25 entry of this formula, charge and spin) is 308.6 kJ/mol. The HOMO energy is -7.219 eV. Its orbital gap is 7.8894 eV. For the lowest unoccupied orbital energy, the calculation gives 0.670 eV. Its SMILES is CN=C=C(C)/C=N\C(C)=N\N.

The lowest total charge belongs to which entry?
C29H30ClINO12P2S